1.
C46H56Br2DyN7O5S | wB97M-V/def2-TZVPD

Geometry as XYZ:
```
118
C46H56Br2DyN7O5S (wB97M-V/def2-TZVPD)
Dy 0.66 2.81 1.50
C -0.39 1.52 6.53
N 0.05 0.80 5.42
C 1.42 0.16 5.53
C -0.87 0.24 4.53
C -1.30 -1.14 4.71
C -2.32 -1.60 3.85
C -2.73 -0.92 2.74
C -2.20 0.33 2.46
C -1.35 1.01 3.39
N -0.97 2.35 3.15
C -1.82 3.41 3.23
C -3.22 3.27 3.44
C -4.14 4.31 3.20
C -3.64 5.50 2.67
C -2.26 5.70 2.71
C -1.34 4.69 2.88
N 0.09 5.03 2.79
C 0.46 6.24 2.10
C 0.90 4.86 4.00
H -1.09 0.89 7.14
H -0.83 2.50 6.37
H 0.47 1.65 7.21
H 2.14 0.70 6.15
H 1.37 -0.84 5.91
H 1.82 0.08 4.55
H -0.94 -1.73 5.53
H -2.73 -2.61 4.14
H -3.55 -1.28 2.08
H -2.53 0.88 1.59
H -3.42 2.25 3.85
H -5.24 4.17 3.27
H -4.28 6.31 2.32
H -1.96 6.73 2.67
H -0.22 6.48 1.19
H 1.45 6.09 1.73
H 0.45 7.12 2.80
H 0.88 5.74 4.68
H 1.96 4.69 3.78
H 0.61 3.93 4.46
C 6.65 -2.31 2.89
C 6.55 -0.90 3.40
C 7.59 -0.31 4.11
C 7.51 0.99 4.57
C 6.20 1.57 4.35
Br 5.88 3.22 5.21
N 5.22 1.05 3.68
C 5.35 -0.22 3.28
H 6.73 -3.11 3.67
H 7.51 -2.32 2.26
H 5.77 -2.49 2.29
H 8.48 -0.89 4.39
H 8.28 1.68 5.03
H 4.48 -0.59 2.78
C -4.57 -3.41 -1.49
O -4.06 -3.34 -2.86
C -4.15 -4.45 -3.62
C -5.34 -5.17 -3.82
C -5.37 -6.52 -4.26
C -4.20 -7.09 -4.69
C -3.05 -6.37 -4.68
C -2.94 -5.08 -4.12
N -1.66 -4.41 -4.10
C -1.52 -3.04 -4.32
N -2.53 -2.47 -5.02
C -2.60 -1.13 -5.48
C -1.49 -0.54 -6.06
C -1.51 0.88 -6.13
C -2.67 1.53 -5.69
C -3.82 0.87 -5.27
C -3.80 -0.51 -5.12
O -4.75 -1.28 -4.58
C -6.06 -0.57 -4.22
N -0.48 -2.35 -4.01
C 0.57 -2.84 -3.25
C 0.32 -3.43 -1.96
C 1.34 -3.92 -1.19
C 2.67 -3.69 -1.61
C 2.96 -3.17 -2.88
C 1.92 -2.72 -3.70
O 2.11 -2.24 -4.97
C 3.33 -2.57 -5.61
H -3.91 -2.81 -0.82
H -4.63 -4.43 -1.15
H -5.60 -2.99 -1.52
H -6.26 -4.64 -3.52
H -6.26 -7.20 -4.22
H -4.18 -8.11 -5.06
H -2.06 -6.85 -4.84
H -0.85 -4.92 -3.85
H -3.46 -2.94 -4.98
H -0.65 1.42 -6.47
H -2.68 2.65 -5.66
H -4.70 1.44 -4.96
H -6.83 -1.28 -3.92
H -6.34 0.07 -5.03
H -5.75 0.05 -3.32
H -0.72 -3.60 -1.66
H 1.06 -4.43 -0.25
H 3.48 -4.07 -0.92
H 3.96 -3.17 -3.27
H 3.17 -2.41 -6.71
H 3.66 -3.62 -5.45
H 4.13 -1.89 -5.30
Br -0.25 2.36 -1.07
O 1.75 1.21 2.12
H 2.52 1.02 2.69
H -0.61 -1.13 -6.26
C 4.75 5.18 0.28
S 4.04 3.57 0.45
C 3.93 3.21 -1.27
O 2.48 3.89 0.77
H 5.41 5.08 -0.64
H 5.56 5.45 0.96
H 3.92 5.91 0.34
H 2.96 2.70 -1.36
H 4.72 2.49 -1.60
H 3.96 4.10 -1.95
```

Calculated values
* spin multiplicity: 6
* ΔE to the lowest compared entry with this formula, charge and spin: 0.0 kcal/mol
* gap between HOMO and LUMO (alpha / beta): 6.3437 / 6.3492 eV
* expectation value of S²: 9.350
* charge: 0
* LUMO (alpha / beta): -0.003 / -0.003 Eh

---

2.
C5H5BrNO2 | wB97M-V/def2-TZVPD

Geometry as XYZ:
```
14
C5H5BrNO2 (wB97M-V/def2-TZVPD)
C -0.51 -0.11 0.46
C 0.61 -0.07 -0.58
C 1.94 -0.58 -0.06
Br 2.14 -2.48 0.05
C 2.72 0.25 0.59
N 3.30 1.21 1.00
C 3.82 2.26 -0.07
O 4.86 1.94 -0.59
O 3.03 3.17 -0.12
H -1.39 0.42 0.09
H -0.80 -1.14 0.69
H -0.18 0.37 1.38
H 0.77 0.97 -0.89
H 0.32 -0.65 -1.46
```

Calculated values
* ΔE to the lowest compared entry with this formula, charge and spin: 0.0 kcal/mol
* gap between HOMO and LUMO: 7.1500 eV
* charge: -1
* LUMO: 0.113 Eh

---

3.
C5H10N2 | wB97M-V/def2-TZVPD

Geometry as XYZ:
```
17
C5H10N2 (wB97M-V/def2-TZVPD)
C -0.79 0.63 0.79
C 0.99 -0.75 0.27
C -2.07 0.39 0.06
C 1.54 -1.95 0.31
C 1.01 1.46 -0.59
N -2.16 -0.25 -0.99
N 0.52 0.35 0.16
H -0.73 1.62 1.02
H -0.83 -0.07 1.64
H -2.87 0.83 0.53
H 0.99 -2.35 -0.50
H 1.46 -2.50 1.32
H 2.66 -2.17 0.18
H 0.91 2.46 -0.23
H 0.44 1.60 -1.51
H 1.96 1.12 -0.99
H -3.02 -0.43 -1.45
```

Calculated values
* ΔE to the lowest compared entry with this formula, charge and spin: 116.5 kcal/mol
* gap between HOMO and LUMO (alpha / beta): 5.5907 / 5.5917 eV
* charge: +2
* LUMO (alpha / beta): -0.471 / -0.471 Eh

---

4.
C2ClN2P | wB97M-V/def2-TZVPD

Geometry as XYZ:
```
6
C2ClN2P (wB97M-V/def2-TZVPD)
C -2.16 -0.13 0.03
C 0.29 0.48 0.02
N -3.24 -0.54 0.07
N -0.86 0.19 -0.11
P 2.58 0.96 -0.01
Cl 3.40 -0.95 -0.01
```

Calculated values
* ΔE to the lowest compared entry with this formula, charge and spin: 70.3 kcal/mol
* gap between HOMO and LUMO (alpha / beta): 6.8710 / 6.8717 eV
* charge: 0
* LUMO (alpha / beta): -0.035 / -0.035 Eh

---

5.
H4O3SSi | wB97M-V/def2-TZVPD

Geometry as XYZ:
```
9
H4O3SSi (wB97M-V/def2-TZVPD)
O -0.77 0.80 1.40
Si -0.07 0.10 0.12
O -0.32 0.97 -1.16
O -1.03 -1.60 0.09
S 2.03 -0.42 0.46
H -1.75 0.87 1.48
H 0.31 0.89 -1.84
H -1.11 -2.34 -0.46
H 2.71 0.72 -0.08
```

Calculated values
* ΔE to the lowest compared entry with this formula, charge and spin: 25.7 kcal/mol
* gap between HOMO and LUMO: 10.2405 eV
* charge: 0
* LUMO: 0.006 Eh

---

6.
C30H44BrClN2P2Pd | wB97M-V/def2-TZVPD

Geometry as XYZ:
```
81
C30H44BrClN2P2Pd (wB97M-V/def2-TZVPD)
N 5.25 -2.85 -3.01
C 4.54 -3.66 -2.23
C 3.49 -3.19 -1.44
C 3.08 -1.83 -1.55
C 3.95 -0.97 -2.29
C 4.97 -1.55 -3.06
C 1.73 -1.48 -1.08
Pd 0.28 -0.23 0.27
P -3.04 1.09 0.22
C 1.03 -0.30 -1.56
C -0.13 -0.37 -2.51
C -0.49 0.75 -3.28
C -1.54 0.68 -4.20
C -2.21 -0.54 -4.43
C -1.86 -1.65 -3.65
C -0.82 -1.56 -2.72
Br -3.54 -0.70 -5.68
H 1.21 -2.32 -0.58
H 1.72 0.53 -1.73
H 2.94 -3.88 -0.80
H 3.84 0.13 -2.29
H 4.79 -4.71 -2.25
H 5.57 -0.95 -3.74
H 0.07 1.68 -3.21
H -0.52 -2.45 -2.17
H -1.83 1.57 -4.78
H -2.42 -2.58 -3.80
P 1.39 1.44 1.37
C -3.58 -0.07 -1.09
C -4.88 0.41 -1.76
H -3.74 -1.07 -0.65
H -2.78 -0.19 -1.84
H -5.40 -0.43 -2.24
H -5.56 0.84 -1.02
H -4.70 1.16 -2.53
C -2.07 2.31 -0.72
C -2.92 3.40 -1.40
H -1.45 1.77 -1.47
H -1.38 2.79 0.00
H -2.27 4.04 -2.01
H -3.69 2.97 -2.06
H -3.42 4.02 -0.65
C -2.37 0.24 1.66
C -3.31 0.10 2.86
H -1.41 0.72 1.94
H -2.11 -0.74 1.26
H -2.74 -0.27 3.72
H -3.75 1.06 3.13
H -4.10 -0.63 2.64
C 0.80 1.80 3.09
C 1.79 2.38 4.10
H 0.34 0.87 3.47
H -0.02 2.51 2.94
H 2.59 1.68 4.38
H 2.24 3.32 3.75
H 1.24 2.61 5.02
C 1.15 3.02 0.45
C 2.36 3.76 -0.11
H 0.57 3.67 1.12
H 0.50 2.72 -0.40
H 3.05 4.09 0.68
H 2.90 3.15 -0.85
H 1.98 4.65 -0.63
C 3.20 1.10 1.47
C 3.54 -0.23 2.16
H 3.65 1.96 1.99
H 3.59 1.08 0.44
H 4.63 -0.28 2.29
H 3.08 -0.32 3.16
H 3.23 -1.10 1.57
Cl -2.88 -5.03 1.37
C -1.74 -3.92 2.01
C -1.25 -4.03 3.31
C -0.38 -3.04 3.77
C 0.13 -2.10 2.88
N -0.34 -2.00 1.62
C -1.30 -2.86 1.20
H -1.56 -4.86 3.92
H -0.09 -3.01 4.82
H 0.92 -1.41 3.18
H -1.75 -2.71 0.21
```

Calculated values
* ΔE to the lowest compared entry with this formula, charge and spin: 6.4 kcal/mol
* gap between HOMO and LUMO (alpha / beta): 5.9119 / 5.9107 eV
* charge: 0
* LUMO (alpha / beta): -0.007 / -0.007 Eh

---

7.
C4H9S | wB97M-V/def2-TZVPD

Geometry as XYZ:
```
14
C4H9S (wB97M-V/def2-TZVPD)
S -0.06 2.12 2.81
H 0.32 3.11 1.98
C -0.24 -1.51 -1.30
C 0.13 -0.46 -0.27
C 1.26 -0.58 0.51
C -0.74 0.81 -0.26
H -1.07 -2.10 -0.89
H 0.58 -2.25 -1.40
H -0.52 -1.11 -2.33
H 1.26 0.03 1.43
H 2.02 -1.37 0.40
H -0.56 1.30 0.73
H -1.80 0.48 -0.36
H -0.56 1.54 -1.05
```

Calculated values
* spin multiplicity: 2
* ΔE to the lowest compared entry with this formula, charge and spin: 7.5 kcal/mol
* gap between HOMO and LUMO (alpha / beta): 9.9849 / 6.6448 eV
* expectation value of S²: 0.753
* charge: 0
* LUMO (alpha / beta): 0.034 / -0.089 Eh

---

8.
C2H28N4O12 | wB97M-V/def2-TZVPD

Geometry as XYZ:
```
46
C2H28N4O12 (wB97M-V/def2-TZVPD)
N -2.82 0.85 4.36
C -2.29 1.75 3.49
N -2.54 1.29 2.31
O -1.55 2.61 3.82
H -3.66 0.36 4.09
H -2.71 1.13 5.32
H -3.22 0.55 2.17
H -2.19 1.75 1.48
N -2.22 5.06 -2.25
C -0.97 4.81 -1.92
N -0.23 5.89 -2.05
O -0.58 3.64 -1.82
H -2.91 4.36 -2.52
H -2.41 6.05 -2.30
H -0.63 6.78 -2.28
H 0.75 5.85 -1.78
O 4.57 -2.12 1.87
H 5.10 -1.33 1.78
H 3.79 -1.94 1.34
O 2.76 -0.73 -4.46
H 3.41 -0.21 -3.99
H 2.95 -1.63 -4.22
O 1.15 -0.71 0.29
H 0.91 0.09 -0.19
H 0.47 -1.34 0.06
O 1.83 -5.82 0.62
H 1.15 -5.15 0.59
H 1.35 -6.64 0.49
O 4.91 2.69 -3.20
H 5.86 2.76 -3.15
H 4.62 2.73 -2.29
O 2.10 -0.81 5.29
H 2.82 -0.79 4.66
H 1.89 0.11 5.44
O -2.38 -3.44 0.23
H -3.16 -2.89 0.13
H -2.72 -4.32 0.33
O -1.76 -3.54 4.53
H -2.67 -3.67 4.80
H -1.82 -3.23 3.63
O -1.42 0.65 -5.24
H -2.36 0.49 -5.27
H -1.26 0.94 -4.34
O -0.72 -4.24 -3.67
H -0.02 -4.77 -3.28
H -1.16 -3.83 -2.92
```

Calculated values
* gap between HOMO and LUMO: 9.6437 eV
* charge: 0
* LUMO: -0.014 Eh

---

9.
C16H17N | wB97M-V/def2-TZVPD

Geometry as XYZ:
```
34
C16H17N (wB97M-V/def2-TZVPD)
C 2.55 -0.18 1.95
C 1.13 -0.55 1.53
C 1.04 -1.64 0.70
N -0.29 -1.95 0.60
C -1.13 -1.10 1.33
C -2.31 -1.31 1.85
C -2.71 -0.38 2.77
C -1.90 0.64 3.21
C -0.54 0.78 2.82
C -0.20 -0.08 1.83
H 2.62 0.09 2.97
H 2.75 0.80 1.51
H 3.09 -1.07 1.73
H 1.81 -2.20 0.22
H -0.58 -2.69 -0.02
H -3.04 -2.01 1.54
H -3.73 -0.49 3.12
H -2.39 1.46 3.89
H 0.13 1.51 3.15
C -1.25 1.30 -0.88
C -0.21 0.82 -1.96
C 1.00 1.58 -2.06
C 1.83 1.21 -3.11
C 1.62 0.08 -3.89
C 0.50 -0.65 -3.67
C -0.49 -0.25 -2.80
H -0.61 1.40 0.03
H -2.11 0.74 -0.54
H -1.67 2.28 -1.17
H 1.14 2.40 -1.47
H 2.74 1.78 -3.24
H 2.33 -0.19 -4.77
H 0.42 -1.48 -4.41
H -1.57 -0.64 -2.75
```

Calculated values
* ΔE to the lowest compared entry with this formula, charge and spin: 58.1 kcal/mol
* gap between HOMO and LUMO: 8.3440 eV
* charge: 0
* LUMO: 0.032 Eh

---

no.,electronic energy (eV)
1,-244279.96202
2,-80894.39615
3,-8302.81667
4,-26861.24758
5,-24923.78352
6,-139423.76013
7,-15126.66821
8,-33058.86155
9,-18355.82171